Computed, not measured: C27H28MoN7O6P2 as an isolated structure in a non-equilibrium geometry, with ωB97M-V/def2-TZVPD.

Geometry as XYZ:
```
71
Properties=species:S:1:pos:R:3:lowdin_charge:R:1
Mo -0.298 0.640 0.419 1.65
C 2.698 -0.729 4.646 -0.02
C 1.616 -0.984 3.643 -0.25
C 1.909 -1.313 2.328 -0.03
C 0.888 -1.607 1.424 -0.13
C -0.457 -1.512 1.806 -0.17
C -0.755 -1.188 3.145 -0.07
C 0.263 -0.939 4.035 -0.04
H 2.671 0.307 4.992 0.09
H 3.685 -0.922 4.233 0.09
H 2.562 -1.363 5.523 0.10
H 2.942 -1.406 2.018 0.13
H 1.145 -2.034 0.464 0.10
H -1.240 -1.920 1.174 0.11
H -1.786 -1.183 3.476 0.13
H 0.028 -0.766 5.081 0.13
C 3.929 1.666 -0.606 -0.04
C 2.655 1.669 -0.043 -0.06
N 1.738 0.781 -0.429 0.01
C 2.094 -0.096 -1.393 -0.18
C 3.374 -0.083 -1.922 -0.03
N 4.292 0.790 -1.526 0.14
C 1.018 -0.977 -1.836 -0.19
C 1.162 -1.989 -2.757 0.08
C 0.053 -2.747 -3.151 -0.12
C -1.183 -2.392 -2.601 0.08
C -1.264 -1.367 -1.687 -0.17
N -0.174 -0.684 -1.266 0.01
C -2.512 -0.837 -1.142 -0.18
C -3.783 -1.243 -1.520 -0.03
N -4.873 -0.616 -1.102 0.14
C -4.703 0.435 -0.318 -0.04
C -3.443 0.844 0.106 -0.05
N -2.346 0.194 -0.288 0.01
C 0.179 -3.844 -4.118 -0.12
C -0.842 -4.114 -5.025 0.06
C -0.670 -5.156 -5.926 0.00
N 0.422 -5.909 -5.935 0.32
C 1.397 -5.668 -5.069 0.00
C 1.326 -4.634 -4.145 0.06
H 4.662 2.398 -0.290 0.13
H 2.383 2.390 0.705 0.08
H 3.670 -0.784 -2.692 0.13
H 2.128 -2.181 -3.201 0.13
H -2.074 -2.932 -2.887 0.13
H -3.929 -2.086 -2.183 0.13
H -5.586 0.974 0.001 0.13
H -3.321 1.678 0.773 0.10
H -1.739 -3.509 -5.077 0.14
H -1.428 -5.386 -6.665 0.16
H 2.260 -6.322 -5.110 0.16
H 2.137 -4.491 -3.442 0.14
N 0.263 4.913 2.577 0.21
C -0.749 3.969 1.953 -0.47
C -2.165 4.458 2.256 -0.04
P -0.495 2.267 2.566 0.40
O -0.422 2.483 4.107 -0.05
O -1.589 1.377 2.002 -0.37
O 0.765 1.653 1.944 -0.38
P -0.262 3.904 0.136 0.37
O -1.284 4.875 -0.551 -0.07
O 1.154 4.322 0.132 -0.26
O -0.632 2.484 -0.342 -0.42
H -0.084 5.877 2.531 0.18
H 1.124 4.872 1.995 0.14
H 0.461 4.708 3.560 0.17
H -2.367 4.469 3.328 0.10
H -2.898 3.811 1.777 0.09
H -2.311 5.460 1.851 0.10
H -0.471 1.719 4.704 0.12
H -0.917 5.528 -1.167 0.13
```

Properties
* gap between HOMO and LUMO (alpha / beta): 6.18 / 2.34 eV
* LUMO level (alpha / beta): -0.339 / -0.452 Ha
* DFT total energy: -71583.5661 eV
* highest occupied orbital energy (alpha / beta): -15.408 / -14.639 eV
* energy above the lowest of the compared OMol25 structures with the same formula, charge and spin: 113.8 kJ/mol
* multiplicity: 3
* charge: +3

Computed, not measured: C27H28N2O4P2STl as an isolated structure in a non-equilibrium geometry, with ωB97M-V/def2-TZVPD.

Geometry as XYZ:
```
65
Properties=species:S:1:pos:R:3:lowdin_charge:R:1
C -2.508 2.534 -3.132 -0.03
C -2.182 1.220 -2.802 -0.22
C -0.836 0.771 -3.009 -0.17
C 0.182 1.708 -3.409 -0.14
C -0.174 3.069 -3.566 -0.02
C -1.495 3.459 -3.473 -0.06
C 1.491 1.222 -3.523 0.07
C 1.831 -0.055 -3.071 -0.14
C 0.752 -0.932 -2.698 -0.17
C 1.031 -2.247 -2.199 -0.22
C 2.350 -2.682 -2.163 -0.03
C 3.411 -1.798 -2.462 -0.06
C 3.161 -0.501 -2.874 -0.03
H -3.553 2.856 -3.092 0.12
H 0.631 3.784 -3.756 0.12
H -1.771 4.503 -3.640 0.11
H 2.280 1.891 -3.851 0.13
H 2.569 -3.714 -1.879 0.12
H 4.441 -2.140 -2.348 0.11
H 3.962 0.221 -3.054 0.12
N -0.520 -0.501 -2.721 0.16
Tl -1.176 0.267 2.177 0.83
C -3.153 0.263 -2.141 -0.29
H -2.943 -0.753 -2.500 0.08
H -4.191 0.555 -2.346 0.10
C -0.135 -3.048 -1.670 -0.30
H -1.008 -2.847 -2.303 0.08
H 0.107 -4.117 -1.635 0.10
P -2.913 0.166 -0.301 0.73
P -0.669 -2.489 0.024 0.81
C 0.617 -3.391 0.969 -0.30
H 0.422 -3.284 2.045 0.03
H 0.597 -4.456 0.698 0.05
H 1.608 -2.973 0.754 0.03
C -2.026 -3.694 0.256 -0.29
H -1.632 -4.715 0.211 0.05
H -2.482 -3.523 1.235 0.03
H -2.792 -3.561 -0.514 0.04
C -3.509 1.841 0.138 -0.31
H -4.476 2.024 -0.347 0.05
H -3.631 1.934 1.226 0.03
H -2.792 2.599 -0.194 0.04
C -4.419 -0.761 0.167 -0.27
H -4.448 -0.879 1.256 0.03
H -5.309 -0.213 -0.160 0.06
H -4.415 -1.757 -0.288 0.04
C -2.678 -1.446 4.051 -0.06
O -2.588 -1.879 5.109 0.07
H 0.149 1.909 1.245 0.01
O 1.970 4.623 3.844 -0.26
S 2.883 3.902 2.988 0.69
O 4.138 4.504 2.604 -0.27
N 2.067 3.346 1.632 0.03
C 1.948 2.056 1.624 -0.38
O 0.962 1.459 0.894 -0.07
C 2.676 1.319 2.654 -0.15
C 2.617 -0.054 2.940 -0.02
C 2.984 -0.475 4.220 -0.05
C 3.385 0.456 5.199 -0.03
C 3.496 1.822 4.879 -0.01
C 3.134 2.236 3.600 -0.19
H 2.283 -0.739 2.151 0.11
H 2.912 -1.537 4.470 0.12
H 3.574 0.096 6.215 0.12
H 3.807 2.545 5.643 0.14
```

Properties
* gap between HOMO and LUMO: 6.25 eV
* LUMO level: -0.149 Ha
* DFT total energy: -73723.0196 eV
* highest occupied orbital energy: -10.295 eV
* energy above the lowest of the compared OMol25 structures with the same formula, charge and spin: 12.8 kJ/mol
* charge: +1

Computed, not measured: C27H28N2O6OsSSi as an isolated structure, with ωB97M-V/def2-TZVPD.

Geometry as XYZ:
```
66
Properties=species:S:1:pos:R:3:lowdin_charge:R:1
Os -0.071 -1.305 -0.030 1.69
O -4.518 2.697 0.590 0.10
C -3.396 1.953 0.571 -0.27
C -3.027 1.129 1.639 0.09
C -1.885 0.378 1.492 -0.16
N -1.149 0.457 0.400 -0.01
C -1.496 1.214 -0.629 -0.17
C -2.614 2.010 -0.588 0.10
C -0.551 0.976 -1.784 -0.54
O -0.393 1.754 -2.686 0.12
O 0.134 -0.154 -1.634 -0.17
C -1.331 -0.662 2.435 -0.51
O -1.751 -0.831 3.547 0.13
O -0.299 -1.322 1.906 -0.16
H -5.001 2.552 1.411 0.12
H -3.613 1.039 2.545 0.14
H -2.888 2.634 -1.427 0.15
C 3.104 4.774 -0.951 -0.04
C 2.597 4.042 0.299 -0.56
C 1.070 4.124 0.316 -0.06
C 3.138 4.730 1.560 -0.04
C 3.092 2.596 0.265 -0.15
C 4.479 2.338 0.230 -0.02
C 4.993 1.061 0.204 -0.06
C 4.095 -0.005 0.196 -0.45
S 4.411 -1.716 0.181 1.15
C 2.720 -2.018 0.189 -0.50
N 1.971 -0.939 0.203 -0.07
C 2.727 0.227 0.216 -0.25
C 2.223 1.525 0.269 0.06
C 2.050 -3.307 0.168 -0.24
C 2.696 -4.538 0.234 -0.04
C 1.931 -5.689 0.281 -0.08
C 0.539 -5.601 0.275 -0.07
C -0.100 -4.374 0.185 -0.08
C 0.646 -3.197 0.106 -0.23
H 2.741 5.805 -0.952 0.09
H 2.740 4.284 -1.856 0.10
H 4.194 4.802 -0.993 0.08
H 0.768 5.173 0.331 0.09
H 0.651 3.646 1.206 0.09
H 0.631 3.665 -0.572 0.08
H 2.781 5.761 1.606 0.09
H 4.229 4.751 1.574 0.08
H 2.799 4.210 2.458 0.09
H 5.172 3.170 0.230 0.11
H 6.061 0.891 0.192 0.11
H 1.155 1.664 0.318 0.09
H 3.778 -4.596 0.255 0.10
H 2.412 -6.657 0.337 0.10
H -0.052 -6.508 0.336 0.11
H -1.180 -4.323 0.179 0.08
C -3.738 -1.236 -2.487 -0.16
Si -3.343 -2.318 -1.021 0.28
C -3.387 -4.109 -1.546 -0.17
C -4.644 -2.081 0.298 -0.16
O -1.864 -1.946 -0.436 -0.45
H -4.670 -1.552 -2.964 0.03
H -2.944 -1.285 -3.236 0.04
H -3.853 -0.190 -2.191 0.02
H -4.277 -4.315 -2.147 0.03
H -3.417 -4.772 -0.676 0.03
H -2.509 -4.374 -2.139 0.03
H -5.591 -2.519 -0.031 0.03
H -4.823 -1.024 0.509 0.01
H -4.353 -2.566 1.233 0.04
```

Properties
* gap between HOMO and LUMO (alpha / beta): 7.04 / 7.06 eV
* LUMO level (alpha / beta): -0.048 / -0.039 Ha
* DFT total energy: -64903.1243 eV
* highest occupied orbital energy (alpha / beta): -8.347 / -8.126 eV
* energy above the lowest of the compared OMol25 structures with the same formula, charge and spin: 44.3 kJ/mol
* charge: 0

Computed, not measured: a 2-piece molecular cluster, C27H28N3 overall in a non-equilibrium geometry, with ωB97M-V/def2-TZVPD.

Geometry as XYZ:
```
58
Properties=species:S:1:pos:R:3:lowdin_charge:R:1
C 6.001 1.405 -1.512 0.01
N 4.587 1.168 -1.186 -0.09
C 3.585 2.101 -1.207 0.04
C 2.360 1.496 -0.748 -0.15
C 1.129 1.992 -0.279 0.10
C -0.116 1.753 -0.917 -0.18
C -0.387 0.586 -1.699 0.06
C -1.673 0.081 -1.845 -0.12
C -2.775 0.800 -1.301 -0.06
N -4.000 0.209 -1.197 -0.04
C -4.343 -1.027 -1.844 -0.16
C -3.156 -1.955 -1.986 -0.15
C -1.951 -1.209 -2.555 -0.13
C -5.165 0.911 -0.737 -0.16
C -4.826 1.967 0.297 -0.15
C -3.721 2.874 -0.237 -0.13
C -2.540 2.095 -0.752 -0.12
C -1.254 2.594 -0.692 0.05
C 2.687 0.106 -0.534 -0.15
C 1.963 -0.938 -0.012 -0.05
C 2.623 -2.188 0.025 -0.11
C 4.025 -2.220 0.139 -0.07
C 4.791 -1.186 -0.416 0.00
C 4.076 -0.061 -0.785 -0.17
H 6.564 0.527 -1.179 0.08
H 6.125 1.540 -2.599 0.10
H 6.385 2.299 -0.995 0.10
H 3.845 3.120 -1.508 0.14
H 1.140 2.728 0.541 0.15
H 0.464 0.026 -2.105 0.14
H -5.134 -1.500 -1.250 0.13
H -4.781 -0.804 -2.832 0.15
H -2.945 -2.390 -1.001 0.13
H -3.439 -2.777 -2.649 0.12
H -2.172 -0.986 -3.616 0.14
H -1.071 -1.864 -2.538 0.13
H -5.679 1.371 -1.601 0.15
H -5.856 0.169 -0.316 0.13
H -5.723 2.549 0.520 0.12
H -4.523 1.459 1.220 0.13
H -4.142 3.481 -1.059 0.14
H -3.400 3.562 0.553 0.12
H -1.119 3.631 -0.376 0.14
H 0.965 -0.740 0.374 0.10
H 2.068 -3.126 0.087 0.11
H 4.547 -3.035 0.636 0.11
H 5.866 -1.192 -0.585 0.10
N 1.053 -0.837 2.697 0.06
C 1.547 -2.082 2.763 -0.15
C 1.392 -2.946 3.841 -0.05
C 0.801 -2.451 5.004 -0.07
C 0.344 -1.142 4.984 -0.07
C 0.454 -0.372 3.803 -0.13
H 2.120 -2.489 1.936 0.06
H 1.755 -3.963 3.704 0.11
H 0.711 -3.082 5.878 0.11
H -0.117 -0.678 5.846 0.10
H 0.033 0.641 3.802 0.10
```

Properties
* gap between HOMO and LUMO: 5.52 eV
* LUMO level: -0.167 Ha
* DFT total energy: -32915.9953 eV
* highest occupied orbital energy: -10.065 eV
* energy above the lowest of the compared OMol25 structures with the same formula, charge and spin: 282.6 kJ/mol
* charge: +1